# 1
One molecule with the formula C3H5ClOS in a non-equilibrium geometry. Source: the Open Molecules 2025 dataset; level of theory: ωB97M-V/def2-TZVPD.

Element x y z (Å)
O  -2.1966  -1.2642  -0.7276
C  -1.3481  -1.1651  0.1479
C  -0.5153  0.0127  0.7114
Cl  -0.8075  1.5757  -0.1392
C  0.9388  -0.3953  0.9328
S  2.1456  -0.3289  -0.4885
H  -1.0104  -2.1298  0.6655
H  -0.9611  0.1464  1.7633
H  0.8119  -1.3890  1.4087
H  1.3134  0.2732  1.8111
H  2.3637  0.9756  -0.3985

Computed properties:
Energy (a.u.): -1050.8907
Energy above the lowest of the compared OMol25 structures with the same formula, charge and spin (eV): 0.948



# 2
One molecule with the formula C4H6N4O in a non-equilibrium geometry. Source: the Open Molecules 2025 dataset; level of theory: ωB97M-V/def2-TZVPD.

Element x y z (Å)
H  2.1451  -1.5149  0.8336
N  1.3948  -0.8743  0.7701
C  1.7797  0.1746  0.1121
C  3.2635  0.2173  -0.1770
N  4.3959  -0.0289  -0.4931
N  1.0267  1.2777  -0.0893
C  -0.3238  1.1389  0.1394
N  -1.0204  0.0375  -0.1085
C  -2.5217  0.0324  -0.1364
O  -0.4830  -1.1438  -0.5786
H  -0.9787  2.0463  0.3087
H  -2.7923  -0.3518  -1.1683
H  -3.0943  1.0044  -0.0986
H  -2.9982  -0.6033  0.6014
H  0.2069  -1.4121  0.0845

Computed properties:
Energy (a.u.): -450.1634
Energy above the lowest of the compared OMol25 structures with the same formula, charge and spin (eV): 3.409



# 3
A 2-piece molecular cluster, C7H12O overall in a non-equilibrium geometry. Source: the Open Molecules 2025 dataset; level of theory: ωB97M-V/def2-TZVPD.

Element x y z (Å)
C  -0.6630  0.1832  1.3303
C  -1.8631  0.6062  1.5924
C  -0.0177  -0.0687  -1.0450
C  0.0140  0.5787  0.0832
C  0.9283  1.6885  0.2757
C  1.9705  1.6227  1.0826
C  0.4104  0.1804  -2.5087
H  -0.2759  -0.7399  1.8183
H  -2.2435  1.6292  1.4184
H  -2.4979  0.0524  2.3505
H  -0.6036  -0.9447  -1.0110
H  0.8114  2.3697  -0.5606
H  2.9369  2.1960  1.0356
H  2.0108  0.7606  1.6108
H  -0.2474  0.8844  -2.9809
H  1.4372  0.7245  -2.7625
H  0.5517  -0.8423  -3.1171
H  -0.2213  -2.7977  0.0717
H  -0.1391  -4.2031  -0.1850
O  -0.7744  -3.4793  -0.3189

Computed properties:
Net charge: +1
<S²>: 0.77
Energy (a.u.): -348.7009
Energy above the lowest of the compared OMol25 structures with the same formula, charge and spin (eV): 2.483
2S+1: 2



# 4
A 2-piece molecular cluster, C2H10N2O6 overall in a non-equilibrium geometry. Source: the Open Molecules 2025 dataset; level of theory: ωB97M-V/def2-TZVPD.

Element x y z (Å)
C  -0.9674  1.8278  -0.1995
O  0.1836  2.3223  0.4796
N  0.8141  1.2879  1.2088
O  0.0518  0.7118  2.0706
O  1.9325  1.8828  1.7582
H  -1.4245  2.7079  -0.6435
H  -1.6579  1.3598  0.5039
H  -0.6780  1.1161  -0.9750
H  1.1739  0.5388  0.5480
H  1.6108  2.3936  2.5222
C  0.3024  -1.6934  -2.2342
O  0.4328  -1.0389  -0.9881
N  -0.0578  -1.8970  0.0651
O  0.6027  -1.5463  1.1775
O  -1.4540  -1.4953  0.1984
H  -0.7512  -1.8208  -2.4947
H  0.7868  -1.0416  -2.9583
H  0.8048  -2.6633  -2.2152
H  0.2000  -0.6419  1.7267
H  -1.9053  -2.3101  0.4496

Computed properties:
Energy (a.u.): -642.8270
Energy above the lowest of the compared OMol25 structures with the same formula, charge and spin (eV): 0.522



# 5
One molecule with the formula C4H8O2 in a non-equilibrium geometry. Source: the Open Molecules 2025 dataset; level of theory: ωB97M-V/def2-TZVPD.

Element x y z (Å)
C  0.4789  -1.1857  0.6925
C  -0.5188  0.0114  1.2723
O  -1.3454  0.0674  0.1237
C  -0.7396  0.5474  -1.1506
C  0.7000  0.5671  -0.8486
O  1.0660  -0.6405  -0.4299
H  1.2656  -1.5233  1.3564
H  -0.4924  -1.8433  0.4486
H  -0.0830  1.0601  1.8260
H  -1.0407  -0.5306  2.1425
H  -0.9581  1.5275  -1.6218
H  -0.8311  -0.2483  -1.9461
H  1.2213  1.4446  -0.2780
H  1.2771  0.7464  -1.5870

Computed properties:
Energy (a.u.): -307.5362
Energy above the lowest of the compared OMol25 structures with the same formula, charge and spin (eV): 4.796



# 6
One molecule with the formula C5H12N2 in a non-equilibrium geometry. Source: the Open Molecules 2025 dataset; level of theory: ωB97M-V/def2-TZVPD.

Element x y z (Å)
C  -1.2054  -1.5967  -1.5830
C  -0.8553  -0.3726  -1.1075
N  -1.5554  0.7874  -1.4570
C  0.5013  -0.0810  -0.5226
C  0.5003  0.6682  0.8187
C  0.1690  -0.3328  1.9074
N  1.8581  1.1438  1.1392
H  -1.7263  -1.7583  -2.5213
H  -0.3598  -2.2706  -1.4722
H  -2.4075  0.6430  -1.9641
H  -1.6637  1.4637  -0.7219
H  1.0066  0.5281  -1.2816
H  0.9574  -1.0478  -0.2806
H  -0.2426  1.4696  0.8859
H  0.0043  0.0956  2.8907
H  -0.6838  -0.9538  1.6469
H  0.9470  -1.1012  1.9070
H  2.6206  0.6167  0.7334
H  2.1354  2.0987  0.9824

Computed properties:
Energy (a.u.): -307.1765
Energy above the lowest of the compared OMol25 structures with the same formula, charge and spin (eV): 1.439



# 7
H21O11 as an isolated structure in a non-equilibrium geometry. Source: the Open Molecules 2025 dataset; level of theory: ωB97M-V/def2-TZVPD.

Element x y z (Å)
O  0.2969  0.3274  -5.1959
H  1.0261  0.4335  -4.5757
H  -0.3632  -0.0609  -4.5823
O  -3.1678  0.3270  1.3694
H  -3.4896  -0.5789  1.3206
H  -2.1472  0.1649  1.3653
O  0.9305  -0.9511  -0.1981
H  1.1517  -3.7496  -1.0983
H  0.1090  -0.5567  0.5284
O  -1.4140  2.8224  1.9237
H  -1.7467  2.3734  1.1452
H  -1.9195  2.5709  2.6981
O  -0.9759  -2.8313  1.5788
H  -0.5452  -1.9487  1.4976
H  -1.5806  -2.7250  2.3130
O  -0.7182  -0.1503  1.4138
H  -0.0252  0.1504  2.0034
H  2.3427  -1.1766  1.4604
O  2.9603  -1.0116  2.1704
H  2.8013  -0.1027  2.4513
O  0.7692  -3.1955  -1.7794
H  0.8470  -0.2365  -0.8407
H  0.6134  -2.3536  -1.2975
O  -0.4158  -0.0696  -2.7266
H  -1.3462  0.1459  -2.5990
H  -0.4248  -0.9756  -2.3841
O  1.5977  1.2791  2.4403
H  1.6696  1.2852  3.4002
H  0.9940  1.9881  2.1841
O  0.3075  3.3432  -1.3173
H  -0.2302  2.8759  -1.9689
H  0.0855  2.8210  -0.5347

Computed properties:
Net charge: -1
Energy (a.u.): -840.2952
Energy above the lowest of the compared OMol25 structures with the same formula, charge and spin (eV): 1.337